A 6-piece molecular cluster, C35H65N10OS overall in a non-equilibrium geometry, computed with ωB97M-V/def2-TZVPD.

Results
- Gap between HOMO and LUMO: 8.4885 eV
- HOMO level: -10.91 eV
- Calculated total energy: -65123.895 eV

```
! RIJCOSX wB97M-V def2-TZVPD def2/J DEFGRID3
* xyz 1 1
C 3.8878 1.7999 0.9933
C 2.8923 2.6493 1.8827
N 1.5523 2.0407 2.0387
C 0.7143 2.3170 0.8406
N -0.0696 1.1454 0.4075
C -1.3629 0.9752 1.1219
C -1.8615 2.2340 1.8903
N -1.6032 3.4410 1.0498
C -0.1171 3.6545 0.9967
C 0.2077 4.6024 -0.2212
C -0.6874 5.9037 -0.3007
C -1.1364 6.1282 -1.7970
C 0.0663 6.1620 -2.8203
C -0.5566 6.3301 -4.2766
C 0.1448 5.4155 -5.3430
C 1.6848 5.6725 -5.5238
S 2.7740 4.5799 -4.5300
C 1.8340 3.1564 -4.0382
N 1.0081 2.3821 -4.6878
N 0.4670 1.3696 -3.9527
C 1.0724 1.6184 -2.7132
O 1.8981 2.6584 -2.7503
H 4.7952 1.4458 1.5211
H 3.3181 0.9739 0.4928
H 4.2194 2.4602 0.1481
H 3.3854 2.7784 2.8804
H 2.8285 3.6865 1.4646
H 1.6588 1.0365 2.1732
H 1.4537 2.5189 0.0151
H 0.4583 0.2901 0.6043
H -2.1364 0.7602 0.3327
H -1.3659 0.0717 1.7824
H -1.4876 2.3161 2.9317
H -2.9759 2.1366 1.9668
H -1.9418 3.3621 0.0832
H -2.0881 4.2251 1.5029
H 0.1946 4.1091 1.9700
H 1.2898 4.8734 -0.1354
H 0.1454 3.9641 -1.1443
H -0.0731 6.7681 0.0498
H -1.5966 5.8728 0.3446
H -1.6448 7.1103 -1.8363
H -1.8231 5.2989 -2.1196
H 0.7646 7.0019 -2.5969
H 0.6487 5.2148 -2.8436
H -1.6106 5.9494 -4.1931
H -0.6340 7.4001 -4.5959
H -0.3281 5.6724 -6.3285
H -0.1356 4.3612 -5.1385
H 1.9181 6.7276 -5.2284
H 1.9179 5.5795 -6.6101
H 0.7943 0.9310 -1.9005
C -0.2228 -1.9245 -2.4019
C -0.2855 -3.3844 -1.9824
C -0.9656 -3.5580 -0.6242
C -0.2130 -2.8182 0.4169
N 0.3700 -2.2443 1.2203
H 0.3786 -1.3435 -1.6966
H 0.2421 -1.8228 -3.3832
H -1.2207 -1.4796 -2.4519
H 0.7267 -3.7909 -1.9494
H -0.8332 -3.9574 -2.7323
H -1.0035 -4.6131 -0.3544
H -1.9898 -3.1792 -0.6552
C -0.4873 -9.3891 0.6487
C -1.8078 -8.7481 0.2365
C -1.8020 -8.2492 -1.2125
C -0.7487 -7.2208 -1.3926
N 0.0671 -6.4276 -1.5237
H 0.3371 -8.6739 0.6066
H -0.5473 -9.7546 1.6747
H -0.2423 -10.2345 0.0008
H -2.0254 -7.9170 0.9126
H -2.6113 -9.4781 0.3565
H -2.7696 -7.8118 -1.4642
H -1.6140 -9.0741 -1.9025
C 0.5125 -4.1478 6.3159
C 1.3668 -4.4629 5.0923
C 0.6851 -4.0942 3.7733
C -0.5790 -4.8560 3.6184
N -1.5550 -5.4437 3.4976
H -0.4158 -4.7233 6.3180
H 1.0516 -4.3996 7.2305
H 0.2582 -3.0852 6.3532
H 1.6106 -5.5290 5.0964
H 2.3092 -3.9176 5.1663
H 1.3416 -4.3263 2.9341
H 0.4620 -3.0273 3.7417
C 3.5405 -6.3263 1.2045
C 5.0400 -6.0477 1.2343
C 5.5558 -5.7055 2.6358
C 4.8809 -4.4865 3.1438
N 4.3540 -3.5482 3.5342
H 2.9630 -5.4490 1.5045
H 3.2231 -6.5932 0.1952
H 3.2818 -7.1530 1.8714
H 5.2621 -5.2262 0.5486
H 5.5730 -6.9268 0.8653
H 6.6321 -5.5280 2.6085
H 5.3663 -6.5298 3.3262
C -5.2765 4.4670 0.2471
C -6.2700 5.5257 -0.2203
C -5.7629 6.3282 -1.4219
C -4.5100 7.0370 -1.0662
N -3.5411 7.5820 -0.7930
H -4.3406 4.9205 0.5895
H -5.6895 3.9014 1.0843
H -5.0455 3.7631 -0.5580
H -6.4859 6.2014 0.6106
H -7.2090 5.0382 -0.4894
H -6.5099 7.0618 -1.7280
H -5.5695 5.6684 -2.2703
*
```

These are the Löwdin partial charges, in e, on atoms 1 to 2: C -0.08; C -0.25

C31H60BeBr4Cl3CsFN4O7 as an isolated structure in a non-equilibrium geometry, computed with ωB97M-V/def2-TZVPD.

Results
- Gap between HOMO and LUMO: 2.1832 eV
- HOMO level: -8.47 eV
- Calculated total energy: -374798.409 eV

```
! RIJCOSX wB97M-V def2-TZVPD def2/J DEFGRID3
* xyz 1 1
C 5.8448 3.8939 1.5721
C 6.4674 2.5763 1.0976
C 5.4848 1.4132 1.1886
C 5.8284 0.2151 0.2995
C 5.8276 0.5168 -1.2112
C 4.5138 0.1268 -1.9006
C 3.5538 1.3120 -2.1156
C 2.2963 0.7733 -2.8185
C 0.9277 1.3305 -2.3617
C 0.1152 1.8482 -3.5773
C -1.2126 1.1380 -3.8838
C -2.0818 0.8286 -2.7121
C -2.1102 -0.4558 -2.1675
F -1.3583 -1.3881 -2.7136
C -2.9163 -0.7330 -1.0964
C -2.9384 -2.1320 -0.5223
C -1.5170 -2.6690 -0.2112
C -3.9440 -2.3703 0.6078
C -3.8065 -1.5933 1.9429
C -2.4919 -0.8457 2.2252
C -3.7163 0.3058 -0.6179
N -3.6936 1.5174 -1.1238
N -2.8751 1.7261 -2.1238
C -2.8570 3.1424 -2.6492
O -3.3596 3.9938 -1.6995
C -4.6697 4.4834 -1.9790
O -4.9310 5.5345 -1.1281
C -4.7253 5.2520 0.2544
C -3.4498 5.8629 0.8247
O -2.3920 4.9158 0.9955
H 5.8781 3.9543 2.6596
H 6.3789 4.7582 1.1841
H 4.7971 3.9682 1.2830
H 7.3318 2.3609 1.7258
H 6.8413 2.7308 0.0862
H 5.4626 1.0687 2.2248
H 4.4707 1.7554 0.9640
H 6.7985 -0.1734 0.6115
H 5.1094 -0.5863 0.4762
H 6.6072 -0.1214 -1.6332
H 6.1051 1.5487 -1.4188
H 4.7014 -0.2387 -2.9126
H 3.9903 -0.6417 -1.3347
H 3.3523 1.8350 -1.1804
H 4.0740 2.0019 -2.7851
H 2.4275 0.9432 -3.8825
H 2.2849 -0.2912 -2.6081
H 1.1145 2.1824 -1.7100
H 0.4360 0.5364 -1.7999
H 0.7233 1.6686 -4.4600
H 0.0030 2.9292 -3.5337
H -1.7924 1.6955 -4.6190
H -0.9878 0.1769 -4.3428
H -3.2836 -2.7482 -1.3586
H -0.8575 -1.8357 0.0354
H -1.0775 -3.1667 -1.0676
H -1.5500 -3.2949 0.6760
H -4.9381 -2.1663 0.2053
H -3.9419 -3.4406 0.8005
H -3.9599 -2.3046 2.7514
H -4.6372 -0.8976 2.0391
H -1.8744 -1.4263 2.9223
H -2.7202 0.0765 2.7590
H -1.9168 -0.5540 1.3512
H -4.4040 0.1587 0.1967
H -3.3917 3.2115 -3.5980
H -1.8315 3.4543 -2.8151
H -4.7116 4.8985 -2.9863
H -5.4264 3.6964 -1.8616
H -4.7965 4.1873 0.4897
H -5.5562 5.7343 0.7713
H -3.6773 6.2530 1.8188
H -3.0774 6.6467 0.1748
H -2.7332 4.1765 1.5033
C -0.0761 -2.8609 4.2225
O 0.1837 -2.6923 2.9538
N -0.4628 -3.9574 4.7522
C -0.7026 -4.0607 6.1871
C -0.6627 -5.1548 3.9332
H 0.0613 -2.0327 4.9489
H -0.0409 -4.8294 6.5948
H -1.7336 -4.3627 6.3494
H -0.5090 -3.1117 6.6821
H 0.2689 -5.4192 3.4354
H -1.4206 -4.9592 3.1745
H -0.9815 -5.9704 4.5764
O 2.0169 -2.4539 5.8813
H 2.3772 -2.3105 4.9931
O -1.0177 -6.5192 7.5429
H -1.2670 -6.0254 8.3373
C 2.8536 -4.4827 8.6531
Br 1.5666 -3.2134 9.2989
Br 4.3550 -4.6376 9.8480
Br 2.0419 -6.1878 8.2952
H 3.2254 -4.0956 7.7134
C -4.9820 0.5346 -5.8127
C -4.2794 1.8106 -5.7976
N -3.7352 2.8230 -5.7916
H -5.7669 0.5350 -5.0581
H -5.4296 0.3744 -6.7914
H -4.2832 -0.2757 -5.6088
C 2.2251 -0.9177 -6.1604
Cl 1.5013 0.5289 -6.7598
Cl 3.9636 -0.5653 -5.6950
Cl 1.3460 -1.5822 -4.7923
H 2.2161 -1.6614 -6.9584
Be 0.1691 -1.1448 3.1695
O 1.7957 -1.5110 -0.5819
H 1.3795 -2.3179 -0.9036
H 2.1426 -1.7525 0.2840
Br 0.0565 -1.5035 -8.3564
Cs 6.0464 0.7227 -6.9569
*
```

These are the Löwdin partial charges, in e, on atoms 1 to 2: C -0.11; C -0.26

C11H76NO26 as an isolated structure in a non-equilibrium geometry, computed with ωB97M-V/def2-TZVPD.

Results
- Gap between HOMO and LUMO: 8.7475 eV
- HOMO level: -11.43 eV
- Calculated total energy: -67349.383 eV
- Energy above the lowest of the compared OMol25 structures with the same formula, charge and spin: 80.0 kcal per mole

```
! RIJCOSX wB97M-V def2-TZVPD def2/J DEFGRID3
* xyz 1 1
C 15.9450 7.0350 1.6760
C 16.9530 8.0510 2.3720
C 16.5340 9.4650 2.3420
C 17.6750 10.4290 2.8050
N 17.3660 11.8220 3.0280
C 18.5600 12.5890 3.3350
C 18.9520 12.4800 4.8430
C 17.6050 12.0750 5.5340
C 16.5460 11.9570 4.2590
C 16.7110 12.4800 1.7840
C 17.7230 12.7080 0.5820
C 16.9980 13.2010 -0.7200
H 15.7580 7.2160 0.5330
H 14.8950 7.0100 1.8990
H 16.3700 6.0470 1.6190
H 17.9450 7.9120 1.8920
H 17.1510 7.8380 3.4220
H 15.3550 9.8480 2.6540
H 16.3600 9.7060 1.0870
H 18.7440 10.4570 2.2400
H 18.1390 10.0390 3.8070
H 18.5810 13.6020 3.1050
H 19.5390 12.3510 2.9270
H 19.2280 13.4570 5.4080
H 19.7340 11.7840 5.0720
H 17.2900 12.7620 6.3720
H 17.8590 11.0870 6.1320
H 15.9650 12.9730 4.3860
H 15.6660 11.3220 4.3560
H 16.5700 13.5230 1.9670
H 15.9610 11.9290 1.2730
H 18.0620 11.6460 0.3960
H 18.6640 13.2710 0.7140
H 16.4740 14.2890 -0.6310
H 16.3450 12.4510 -1.0830
H 17.8700 13.3010 -1.3270
O 14.8230 4.1360 -0.1030
H 15.1210 4.9530 -0.5040
H 14.7070 3.5440 -0.7520
O 22.6050 11.8710 5.2510
H 22.5350 12.3220 4.2900
H 23.6080 11.9940 5.5810
O 16.8460 16.2410 1.5720
H 16.9600 16.1820 2.5190
H 17.6410 16.4950 1.1860
O 13.1350 12.3390 6.2760
H 12.2820 12.0840 6.4680
H 13.2050 12.4160 5.2920
O 18.2680 8.0660 6.4980
H 18.5180 7.5840 5.6850
H 18.0010 7.4460 7.0820
O 14.0150 15.2030 5.6460
H 14.0120 14.3760 6.0930
H 14.9560 15.2300 5.4540
O 18.9580 5.5400 -0.8610
H 18.8680 6.5640 -0.6810
H 18.4140 5.1310 -0.2840
O 20.8110 8.7750 1.9550
H 21.4650 8.2450 1.4450
H 21.3430 8.7790 2.6140
O 18.8740 11.8740 -2.7610
H 18.1270 11.4030 -2.3620
H 19.2670 12.6940 -2.4590
O 14.1140 15.4540 0.8210
H 13.5400 15.9880 1.4130
H 14.9800 15.6870 0.8560
O 12.9500 8.1220 0.1220
H 12.1750 7.8730 -0.3120
H 12.8200 8.5400 1.0500
O 19.2930 15.0680 7.9970
H 18.4300 15.4050 7.8290
H 19.3030 14.0680 7.8270
O 13.4680 11.1780 0.9400
H 12.9430 11.9080 0.7490
H 13.9000 11.0250 0.0060
O 18.9490 11.7280 9.2940
H 18.5540 10.7980 9.4430
H 19.4250 11.8720 8.4220
O 19.4870 7.0640 4.2650
H 20.0830 6.2910 4.2930
H 19.7240 7.6410 3.5130
O 17.0790 10.3470 -1.5940
H 16.9150 9.6350 -2.3120
H 16.1530 10.4890 -1.2330
O 18.9090 16.5060 4.2960
H 19.3410 16.8870 3.5610
H 19.4510 16.3790 5.0530
O 13.2820 12.3270 3.5750
H 12.4150 12.6580 3.2910
H 13.5600 11.8650 2.7720
O 17.9290 4.2660 0.7380
H 18.2490 4.0430 1.6300
H 17.0030 3.8410 0.6560
O 19.3280 14.6300 -2.5240
H 20.0820 14.6250 -1.9890
H 18.7600 15.2760 -2.3490
O 18.9690 8.3490 -0.6130
H 18.2190 8.7730 -0.7180
H 19.4480 9.1750 -0.3020
O 15.7430 9.3960 6.4060
H 15.0070 8.8200 6.1720
H 16.4760 8.8580 6.5770
O 14.3440 10.4530 -0.7820
H 13.7470 9.7360 -0.7370
H 14.3780 10.9440 -1.6500
O 16.3390 5.0810 5.2300
H 16.1370 4.2070 4.9270
H 16.9600 5.3450 4.5440
O 14.7760 6.8990 -1.5640
H 14.1490 6.4180 -2.0440
H 14.3100 7.1440 -0.9440
O 21.0950 11.6850 7.4410
H 21.7990 11.9360 6.7370
H 21.1010 10.6300 7.4400
*
```

These are the Löwdin partial charges, in e, on atoms 1 to 2: C -0.05; C -0.26

A 15-piece molecular cluster, C37H104O15 overall in a non-equilibrium geometry, computed with ωB97M-V/def2-TZVPD.

Results
- Gap between HOMO and LUMO: 9.2153 eV
- HOMO level: -9.20 eV
- Calculated total energy: -70765.701 eV
- Energy above the lowest of the compared OMol25 structures with the same formula, charge and spin: 9.8 kcal per mole

```
! RIJCOSX wB97M-V def2-TZVPD def2/J DEFGRID3
* xyz 0 1
C -3.9194 -2.0667 0.2733
C -3.8916 -1.6590 1.7178
O -2.7120 -2.1579 2.3462
H -4.1771 -3.1191 0.1549
H -2.8998 -2.0236 -0.1099
H -4.5720 -1.4441 -0.3388
H -4.7360 -2.1385 2.2129
H -4.0649 -0.5982 1.8992
H -1.9142 -1.7036 2.0657
C 3.9386 -3.8757 1.5207
C 2.8093 -3.1144 2.2225
O 3.2759 -1.8266 2.6330
H 3.3891 -4.6047 0.9252
H 4.7199 -4.3119 2.1432
H 4.4838 -3.3553 0.7333
H 2.4542 -3.6960 3.0732
H 2.0541 -3.0341 1.4407
H 2.5778 -1.5088 3.2103
C -2.9902 1.4049 3.4650
C -2.0597 2.6016 3.6926
O -2.1070 3.0231 5.0518
H -2.8780 0.9788 2.4680
H -4.0372 1.6318 3.6657
H -2.6036 0.6272 4.1237
H -2.4208 3.3400 2.9767
H -1.0142 2.3740 3.4848
H -1.4469 3.6821 5.2789
C -2.0245 1.1278 -4.2915
C -2.3186 2.3961 -5.0146
O -1.1784 3.1999 -5.1125
H -1.3890 0.4653 -4.8793
H -2.9691 0.6604 -4.0134
H -1.4720 1.3966 -3.3912
H -3.1091 2.9791 -4.5420
H -2.6416 2.1779 -6.0325
H -1.3059 3.9629 -5.6810
C 3.4424 2.3724 2.9875
C 2.7694 3.0484 4.2112
O 1.7200 2.2685 4.6064
H 4.4720 2.7224 2.9134
H 2.8782 2.5273 2.0678
H 3.5810 1.2914 3.0057
H 2.3524 4.0376 4.0223
H 3.4203 3.1424 5.0805
H 1.1439 2.7669 5.1907
C 1.7070 -5.4505 -2.7942
C 1.6017 -3.9479 -2.5968
O 2.3203 -3.5753 -1.4791
H 1.2648 -5.8240 -3.7178
H 1.1085 -5.9029 -2.0035
H 2.7198 -5.8508 -2.7479
H 0.5634 -3.7353 -2.3421
H 1.8791 -3.3932 -3.4931
H 1.8830 -3.9702 -0.7212
C 4.9482 0.8343 -1.0851
C 4.1740 -0.0710 -0.1236
O 5.0779 -0.8356 0.6299
H 5.6887 1.4213 -0.5418
H 4.2725 1.5406 -1.5674
H 5.4745 0.2360 -1.8288
H 3.4870 -0.7441 -0.6365
H 3.6172 0.5676 0.5622
H 4.5402 -1.2889 1.2834
C 2.7792 4.0719 -1.5231
C 1.4520 4.1869 -2.2738
O 1.4109 3.1393 -3.1883
H 3.5800 3.9032 -2.2430
H 2.7280 3.1832 -0.8940
H 2.9229 4.9505 -0.8941
H 1.3141 5.1760 -2.7105
H 0.6490 4.0693 -1.5461
H 0.6415 3.1430 -3.7625
C 3.6248 -0.3584 -6.1052
C 2.5314 0.4202 -5.2885
C 1.6944 -0.3790 -4.3267
O 3.2231 1.3713 -4.4686
H 3.1500 -0.9036 -6.9210
H 4.2196 -1.0924 -5.5617
H 4.2869 0.3734 -6.5679
H 1.8931 0.9834 -5.9694
H 1.0284 0.3484 -3.8626
H 2.2884 -0.9276 -3.5957
H 1.0872 -1.1056 -4.8665
H 2.5617 1.7398 -3.8784
C -1.6343 -5.3478 0.1816
C -0.5303 -4.7305 1.0727
C -0.6609 -5.1829 2.4760
O 0.7600 -5.0804 0.6198
H -2.6488 -5.1028 0.4960
H -1.5687 -6.4329 0.2604
H -1.5455 -5.0487 -0.8628
H -0.5918 -3.6433 1.0237
H -1.6707 -4.8965 2.7701
H 0.0252 -4.5942 3.0849
H -0.5272 -6.2508 2.6490
H 0.8193 -6.0385 0.6168
C -0.0332 -0.6145 -0.6370
C 0.4082 -0.2561 0.7762
C 0.4835 1.2384 0.9951
O -0.4797 -0.8518 1.6587
H 0.7333 -0.2134 -1.3001
H -1.0019 -0.2048 -0.9232
H 0.0081 -1.6955 -0.7703
H 1.3993 -0.6582 0.9858
H 0.9048 1.5067 1.9639
H -0.5580 1.5593 0.9749
H 1.0431 1.6852 0.1733
H -0.0425 -0.8426 2.5133
C -4.6709 3.2348 0.9639
C -4.6290 3.3405 -0.5479
C -3.3829 2.8056 -1.1761
O -5.7085 2.5959 -1.0457
H -4.4161 2.2304 1.3019
H -5.6611 3.4709 1.3538
H -3.9011 3.8400 1.4427
H -4.7544 4.3803 -0.8500
H -2.5364 3.4779 -1.0358
H -3.4764 2.5910 -2.2406
H -3.1331 1.8812 -0.6554
H -6.4628 3.0674 -0.6846
C -0.2111 -0.2165 6.0748
C 0.8096 -1.0324 5.2478
C 0.2711 -2.4635 4.9477
O 1.0786 -0.4055 4.0332
H -1.1222 0.0443 5.5364
H 0.2177 0.7539 6.3253
H -0.6031 -0.7403 6.9466
H 1.7842 -1.1456 5.7227
H -0.7120 -2.4365 4.4776
H -0.0117 -3.0632 5.8129
H 0.9361 -3.0550 4.3185
H 1.3493 0.5042 4.1774
C 0.4411 4.8953 1.6990
C -0.8485 5.5816 1.2117
C -1.4927 6.5529 2.1703
O -0.4521 6.4213 0.1283
H 1.1982 5.6619 1.8640
H 0.8289 4.0719 1.0992
H 0.2587 4.5243 2.7076
H -1.5323 4.8426 0.7942
H -1.9636 6.0291 3.0021
H -2.1378 7.1782 1.5530
H -0.7506 7.2064 2.6290
H 0.0732 7.1492 0.4685
C -2.4705 -2.6897 -3.0730
C -2.4424 -3.5553 -4.3433
C -1.1787 -4.4382 -4.4506
O -3.5634 -4.3917 -4.3175
H -1.5538 -2.1013 -3.0321
H -2.6440 -3.3397 -2.2154
H -3.3233 -2.0117 -3.1059
H -2.4406 -2.9890 -5.2747
H -1.0984 -5.1341 -3.6154
H -0.3181 -3.7693 -4.4576
H -1.1552 -4.9931 -5.3884
H -3.6023 -4.9373 -5.1065
*
```

These are the Löwdin partial charges, in e, on atoms 1 to 2: C -0.08; C -0.30